No. 1
12 unconnected molecules or ions with the total composition C26H76N2O12 in a non-equilibrium geometry. Source: the Open Molecules 2025 dataset; level of theory: ωB97M-V with the def2-TZVPD basis set.

The calculation puts the HOMO energy at -9.1 eV. As for the SMILES: NC(N)=O.CC(C)O.CC(C)O.CC(C)O.CCO.CCO.CCO.CCO.CCO.CCO.CCO.CCO. The electronic energy comes out at -2048.4640 a.u. As for the HOMO-LUMO gap: 9.29 eV. The molar mass comes out at 608.9 g/mol. Its energy relative to the best compared isomer or geometry (same formula, charge and spin) is 29.45 kcal per mole. As for the spin multiplicity: 1.

Element x y z (Å)
1 H -2.013 -28.559 3.194
2 H -4.065 -23.809 -0.369
3 H -4.354 -18.175 5.953
4 N -6.322 -15.015 2.194
5 H 1.741 -23.732 3.586
6 H -5.557 -23.741 8.961
7 O -0.435 -16.872 6.015
8 H -6.558 -23.257 0.188
9 N -6.394 -16.455 3.721
10 H -2.413 -19.300 1.625
11 C -2.104 -27.554 2.782
12 O -3.005 -17.981 0.229
13 H -2.966 -26.120 -2.064
14 C 2.746 -21.603 2.588
15 H -5.998 -23.345 2.625
16 H -5.977 -17.258 4.172
17 H 2.823 -22.306 1.759
18 H -2.488 -20.359 3.870
19 O -5.735 -23.944 8.039
20 H -3.027 -22.280 2.329
21 H -1.365 -19.915 -0.831
22 O -4.999 -18.713 5.488
23 H -7.237 -15.953 3.958
24 C -2.309 -20.239 -0.394
25 C -2.906 -19.304 0.653
26 O -7.061 -21.565 3.057
27 O -3.789 -25.563 0.581
28 H -7.440 -22.789 5.708
29 H -1.807 -25.033 7.691
30 H -7.507 -17.881 5.818
31 H -1.248 -22.737 5.767
32 H -0.170 -26.748 3.114
33 H -4.745 -19.628 3.791
34 H 0.917 -23.161 6.155
35 H -7.730 -23.418 2.358
36 H -3.166 -27.317 2.846
37 O -4.735 -16.588 2.245
38 H 0.614 -21.724 2.946
39 C -2.760 -16.033 5.991
40 C -3.338 -24.621 -0.398
41 H -1.570 -23.445 -0.887
42 H -7.667 -22.020 0.549
43 C -1.962 -23.984 7.439
44 C -3.538 -25.230 -1.799
45 H -6.736 -22.193 7.905
46 H -3.717 -16.023 5.470
47 H -5.924 -14.609 1.359
48 H 0.445 -20.749 5.106
49 C -1.934 -24.170 -0.158
50 C -3.379 -20.967 4.028
51 C -6.865 -22.755 2.328
52 H -1.894 -18.779 5.229
53 H 2.722 -20.624 2.109
54 C -1.818 -17.949 4.526
55 C -1.210 -26.484 3.305
56 H 3.644 -21.654 3.204
57 C -6.051 -22.817 7.331
58 H -0.090 -19.870 7.929
59 C -0.934 -19.673 8.589
60 C -6.659 -23.446 6.091
61 H -1.356 -25.462 2.955
62 H -7.174 -14.668 2.610
63 C -3.005 -22.314 3.418
64 H 2.107 -20.712 5.363
65 O -1.628 -18.587 8.117
66 C -0.951 -23.600 6.363
67 H -1.788 -23.760 0.841
68 H -2.026 -22.677 3.729
69 H -5.907 -21.673 0.589
70 H -2.222 -21.252 -0.001
71 H -3.002 -20.454 -1.208
72 O 1.543 -23.038 4.218
73 H -3.583 -21.021 5.098
74 H -5.540 -19.677 7.348
75 H -7.188 -24.382 6.271
76 H -1.254 -15.880 4.434
77 C -6.685 -22.393 0.841
78 H -4.634 -25.948 0.338
79 H -3.926 -19.584 0.918
80 H -0.945 -24.412 5.636
81 H -6.504 -17.141 7.011
82 O 0.348 -23.522 6.839
83 H -1.382 -26.420 4.380
84 H -1.013 -18.110 3.809
85 H -2.784 -20.573 9.290
86 O -1.974 -27.533 1.356
87 H -3.410 -24.510 -2.608
88 H -5.902 -23.710 5.352
89 H -0.595 -19.455 9.601
90 H -2.845 -16.572 6.934
91 C 1.526 -21.766 3.542
92 C -5.939 -19.169 6.470
93 C -5.716 -16.090 2.688
94 H -3.746 -23.091 3.611
95 H -2.448 -26.733 1.116
96 H -2.385 -18.551 8.706
97 H -2.939 -23.971 6.957
98 C -1.920 -20.811 8.669
99 H -3.529 -17.512 0.882
100 H -7.736 -18.344 7.533
101 H -1.480 -21.673 9.170
102 H -5.080 -22.323 7.314
103 C -1.532 -16.612 5.192
104 H 1.270 -19.683 4.142
105 H -4.572 -25.509 -2.000
106 H -2.194 -21.078 7.648
107 H -2.800 -17.787 4.083
108 H -0.834 -17.393 6.716
109 H -1.198 -24.953 -0.342
110 C -7.008 -18.076 6.767
111 O -4.438 -20.403 3.314
112 C 1.381 -20.688 4.551
113 H -1.961 -23.444 8.386
114 H -6.507 -20.015 6.082
115 H -2.597 -15.031 6.389
116 H -6.172 -21.204 3.017

No. 2
10 unconnected molecules or ions with the total composition C26H76N4O10 in a non-equilibrium geometry. Source: the Open Molecules 2025 dataset; level of theory: ωB97M-V with the def2-TZVPD basis set.

The calculation puts the HOMO energy at -9.1 eV. As for the SMILES: COC[C@H](C)N.COC[C@H](C)N.COC[C@H](C)N.COC[C@H](C)N.CCO.CCO.CCO.CCO.CCO.O. The electronic energy comes out at -2007.3391 a.u. As for the HOMO-LUMO gap: 9.21 eV. The molar mass comes out at 604.9 g/mol. Its energy relative to the best compared isomer or geometry (same formula, charge and spin) is 64.41 kcal per mole. As for the spin multiplicity: 1.

Element x y z (Å)
1 C -5.347 -1.347 -6.248
2 H -5.215 -3.424 -5.789
3 O -3.804 5.312 -1.070
4 H 3.059 -1.738 -0.153
5 H -1.076 -3.848 4.325
6 C 1.089 -3.929 -2.020
7 H 2.774 -3.044 0.952
8 O -1.811 -5.367 3.261
9 H 5.901 -1.148 -3.761
10 H -0.346 -0.621 3.542
11 H 7.308 2.524 4.480
12 C 3.535 -2.335 0.625
13 H -2.395 6.678 -0.850
14 H -2.084 -5.743 4.102
15 C -3.713 0.720 0.672
16 H -0.870 -3.281 -2.483
17 H 4.139 -0.658 -3.687
18 C 5.178 -0.345 -1.863
19 H 2.136 -3.673 -1.858
20 C -5.155 -2.498 -5.218
21 H 0.185 3.677 -0.460
22 C -4.403 0.298 1.960
23 H 5.327 0.165 5.275
24 O -0.091 1.513 -4.107
25 H 4.292 -0.407 1.472
26 H -2.415 -0.181 -2.294
27 H 6.872 0.053 6.921
28 C 0.578 0.489 -0.708
29 H 0.851 1.439 -4.264
30 H 0.826 -4.538 -1.156
31 C 6.237 1.844 6.329
32 O -0.596 0.721 1.970
33 H -3.936 7.363 -1.602
34 H -5.247 0.906 2.287
35 H -4.679 -0.749 1.830
36 N 6.662 0.925 7.386
37 H 0.431 -2.189 -3.034
38 H -3.859 7.000 0.035
39 H 2.190 0.730 5.267
40 H 8.177 1.286 5.246
41 H 1.688 -5.399 -3.139
42 H 3.097 -0.740 5.654
43 H 8.092 2.843 6.037
44 C -0.125 1.691 -0.114
45 H -2.742 2.740 -1.513
46 C -3.482 6.641 -0.923
47 H -4.134 2.693 -4.324
48 H 0.189 -0.462 -0.343
49 O -3.704 -1.310 -3.489
50 C 7.509 2.117 5.471
51 C 5.016 1.135 5.664
52 H -2.408 2.827 -3.993
53 H -4.417 0.741 -0.160
54 H -1.651 -1.234 -3.548
55 O 4.814 -2.739 0.387
56 C 2.781 0.231 6.035
57 H 5.252 0.732 -2.013
58 H 2.770 -0.758 2.121
59 H 4.343 -0.571 -1.201
60 H -2.925 -2.577 -5.015
61 C -3.435 4.716 -2.292
62 H 5.880 0.682 7.977
63 N -6.340 -2.405 -4.403
64 C -0.991 -3.550 2.046
65 H -5.350 3.292 -2.244
66 H -2.555 0.274 2.508
67 H -4.812 3.018 -0.838
68 N 0.405 2.772 -0.850
69 H -2.675 -3.782 3.458
70 C -1.613 -4.018 3.392
71 C 4.982 -1.122 -3.176
72 H -3.943 -3.334 -3.770
73 H 0.973 2.186 1.748
74 C -3.454 3.091 -2.260
75 H -0.160 1.871 -3.223
76 O 3.932 0.894 6.540
77 H -0.126 -2.171 -1.377
78 O 6.278 -0.842 -1.105
79 H -4.155 4.983 -3.065
80 C -3.351 2.438 -3.610
81 H -2.891 0.093 0.327
82 H -6.303 -1.446 -4.087
83 C -3.818 -2.455 -4.402
84 H 4.760 -2.146 -2.875
85 H 5.397 -2.109 -0.043
86 H -0.469 1.045 4.090
87 H -4.576 -1.160 -6.996
88 H 0.465 0.557 -1.790
89 H -5.373 -0.390 -5.726
90 H -1.116 -4.118 1.125
91 C -0.112 0.411 3.278
92 C -0.014 1.865 1.414
93 H 0.978 0.437 3.280
94 H 1.652 0.337 -0.604
95 O 0.969 -4.763 -3.117
96 C -2.447 -1.141 -2.809
97 H 1.411 2.734 -0.773
98 C 0.086 -2.827 -2.221
99 H -3.249 1.354 -3.563
100 H 6.863 -0.164 -0.758
101 H -0.565 2.667 1.906
102 O -3.387 0.419 2.965
103 N -4.729 2.649 -1.774
104 H -3.515 1.771 0.881
105 H -6.329 -1.507 -6.691
106 H -1.232 -2.530 1.746
107 H 4.655 1.629 4.762
108 C 3.664 -1.255 1.744
109 H -1.190 1.585 -0.321
110 H 0.093 -3.550 2.156
111 H 2.003 0.134 6.793
112 H -2.425 5.038 -2.544
113 H 4.017 -1.816 2.609
114 H 5.940 2.783 6.796
115 H -2.368 -1.840 -1.976
116 H -7.000 -2.464 -5.165

No. 3
10 unconnected molecules or ions with the total composition C26H76N4O10 in a non-equilibrium geometry. Source: the Open Molecules 2025 dataset; level of theory: ωB97M-V with the def2-TZVPD basis set.

The total charge is +1. The calculation puts the HOMO energy (spin up / spin down) at -10.5 / -10.5 eV. The electronic energy comes out at -2007.0226 a.u. As for the HOMO-LUMO gap (spin up / spin down): 7.66 / 1.95 eV. The expectation value of S² is 0.7574. The molar mass comes out at 604.9 g/mol. Its energy relative to the best compared isomer or geometry (same formula, charge and spin) is 0.00 kcal per mole. As for the spin multiplicity: 2.

Element x y z (Å)
1 C -1.513 -2.472 -4.632
2 H 4.254 2.821 5.191
3 H 1.051 -0.578 4.251
4 C -5.284 1.706 1.127
5 H -4.238 -3.225 -3.550
6 O -4.371 2.523 1.853
7 C 3.624 3.523 5.737
8 H -0.138 4.576 -1.875
9 C -3.918 1.767 2.986
10 H 6.077 -5.733 -4.669
11 C -4.673 -2.311 -3.954
12 O 2.520 0.638 5.076
13 H -0.818 -0.685 1.869
14 C -2.024 3.568 2.988
15 H -3.249 1.700 -2.799
16 H 2.438 -2.039 -1.155
17 H 1.068 1.348 6.341
18 H 2.676 1.311 6.948
19 H 2.115 -3.259 0.892
20 H -3.462 0.796 2.790
21 H -5.596 2.260 0.242
22 C -3.130 2.775 -2.663
23 H 0.388 3.557 6.317
24 O -3.898 -1.717 -5.011
25 H -5.064 -1.567 -3.260
26 H 4.063 -7.058 -4.249
27 H 5.121 2.265 1.410
28 H -2.228 3.035 -2.110
29 N 1.353 3.816 6.468
30 H 2.375 -4.036 -3.192
31 H -2.439 3.948 2.054
32 H 0.062 1.367 -1.365
33 H 3.150 -5.806 -4.852
34 C 3.422 -3.780 -3.358
35 C 2.900 -3.534 1.596
36 H 3.127 2.482 1.939
37 H 4.753 0.630 2.071
38 O 2.504 -4.708 2.315
39 H 3.456 -3.223 -4.294
40 H 0.555 -0.266 -1.672
41 C 1.663 0.281 3.977
42 H 0.287 -1.505 -5.296
43 H -0.097 5.371 -0.305
44 H -1.631 0.139 0.447
45 C 0.592 0.290 0.481
46 H -1.535 4.330 3.595
47 H 0.144 -1.532 -3.533
48 H 3.721 -0.978 -1.665
49 O 1.572 4.220 -0.627
50 C 2.216 3.029 5.670
51 H 6.227 -4.151 -3.927
52 N -1.543 -3.137 -5.910
53 C -0.767 -0.416 0.814
54 H 2.586 -1.621 -2.934
55 H -1.345 2.812 2.594
56 H -6.582 3.336 -2.301
57 H -2.713 -0.831 -3.662
58 H -5.951 2.516 -3.690
59 H -1.044 -2.636 -6.630
60 H 2.024 3.089 4.599
61 H 4.909 0.925 0.320
62 H -1.499 -3.211 1.824
63 H 2.329 0.129 3.128
64 H -0.836 -1.405 0.362
65 H -0.186 -3.828 0.763
66 H -0.246 3.637 -0.446
67 H 0.744 -4.387 2.820
68 H 4.617 -5.253 -2.421
69 C 4.276 -5.103 -3.445
70 H -3.853 3.665 4.067
71 H 0.927 1.030 3.685
72 C -0.818 -4.038 1.626
73 O -0.165 -4.086 2.882
74 H -2.212 -0.624 -5.355
75 H 0.638 1.196 1.085
76 H 5.385 -4.319 -5.312
77 C -4.501 3.496 -2.277
78 H 1.465 3.885 7.469
79 H -5.298 4.680 -3.555
80 O 1.672 -0.546 0.827
81 H 4.007 3.618 6.752
82 H -2.307 1.361 4.847
83 H -2.897 3.112 -3.673
84 H -1.709 -3.283 -3.930
85 H -4.770 1.483 3.604
86 H -6.224 1.523 1.648
87 C 2.100 1.549 6.054
88 H -5.594 -2.670 -4.414
89 N -2.643 2.303 4.987
90 H -1.399 -4.901 1.301
91 O -4.674 4.809 -2.837
92 H -4.598 3.498 -1.191
93 H -2.529 -3.061 -6.115
94 H 0.551 -2.948 -4.342
95 H 3.744 4.448 5.173
96 C 0.262 4.506 -0.864
97 H -1.931 2.821 5.482
98 C -0.093 -2.075 -4.448
99 H -4.889 0.716 0.898
100 O 3.179 1.825 1.242
101 H 2.338 0.134 0.704
102 C -5.777 2.677 -2.626
103 C 4.562 1.340 1.266
104 H -5.883 1.830 -1.948
105 N 3.488 -6.261 -4.016
106 H 2.018 4.752 -1.290
107 C 5.515 -4.848 -4.368
108 H 3.038 -2.708 2.293
109 C 3.099 -1.812 -1.992
110 C 0.753 0.593 -1.032
111 H 1.793 0.871 -1.207
112 H 3.809 -3.744 1.033
113 C -2.582 -1.337 -4.618
114 O 3.899 -2.888 -2.396
115 C -3.165 2.883 3.746
116 H 3.326 -4.980 2.728

No. 4
A molecular structure, C26H78O13S2 in a non-equilibrium geometry. Source: the Open Molecules 2025 dataset; level of theory: ωB97M-V with the def2-TZVPD basis set.

The calculation puts the HOMO energy at -8.8 eV. The electronic energy comes out at -2811.0197 a.u. As for the HOMO-LUMO gap: 9.01 eV. The molar mass comes out at 663.0 g/mol. Its energy relative to the best compared isomer or geometry (same formula, charge and spin) is 0.00 kcal per mole. As for the spin multiplicity: 1.

Element x y z (Å)
1 H -1.537 4.241 2.734
2 O -0.694 3.400 5.201
3 H 2.329 3.857 0.361
4 C 0.908 -4.140 1.058
5 H -2.159 -4.934 -1.787
6 H 2.940 2.476 2.803
7 O 5.903 1.815 -2.121
8 H -1.224 -0.385 7.966
9 C -0.611 0.368 4.425
10 C -0.605 -0.484 6.942
11 H 2.747 -3.119 -1.239
12 H 2.424 5.127 -1.675
13 H -1.657 1.292 -3.419
14 O 4.961 2.117 3.145
15 O 0.789 -1.737 1.476
16 C -0.726 3.368 2.693
17 H 0.329 1.022 -1.493
18 C 3.239 0.261 3.462
19 H 5.668 4.464 -1.357
20 H 5.763 2.347 -0.239
21 C -4.120 -2.643 2.335
22 H -1.385 0.659 3.655
23 H 0.419 -1.916 -6.808
24 H -0.743 -6.315 -3.058
25 H 2.660 0.513 4.471
26 C 3.649 1.559 2.665
27 O -2.493 2.667 -6.050
28 H 0.639 -4.727 0.401
29 H -2.811 -3.720 -3.498
30 O -6.841 -0.850 0.915
31 H -1.875 3.169 -6.591
32 H -1.603 -5.674 -4.196
33 H 2.879 -2.648 -4.540
34 C 0.198 -1.848 -4.913
35 H 1.769 1.391 -0.420
36 C -1.599 -0.471 -0.176
37 H -5.107 -0.592 -1.148
38 H 0.523 -4.132 2.259
39 H 2.664 -0.058 2.802
40 C 0.029 3.524 4.030
41 C 1.427 5.367 -0.861
42 O 3.867 -4.157 -3.703
43 H -0.193 3.688 1.844
44 C 2.162 4.989 0.487
45 H 0.708 -2.783 -4.541
46 H 0.254 0.888 4.509
47 H -4.955 -1.963 2.199
48 C 4.785 3.837 -1.341
49 H 0.361 -0.909 1.332
50 O -2.187 -3.304 -2.924
51 C 0.216 -2.799 0.690
52 H 0.211 4.587 -1.994
53 S -0.564 0.732 0.596
54 H -4.487 -3.496 2.583
55 H 1.103 -0.337 -0.705
56 H 0.965 3.086 4.116
57 H -6.438 0.724 -1.155
58 H -0.219 3.287 6.032
59 H 0.515 -0.164 7.176
60 H 6.169 0.984 -1.922
61 H 1.576 -0.701 -3.454
62 H -0.689 1.367 -5.545
63 H 2.048 -1.727 -2.135
64 H 0.459 -2.541 -0.197
65 O 0.966 -1.677 -6.115
66 H 4.303 -4.002 -4.585
67 H 4.827 3.049 3.031
68 H 1.262 5.115 1.122
69 H -1.116 2.298 2.658
70 H 1.196 6.312 -1.016
71 C 3.327 -2.895 -3.471
72 H -5.833 0.798 1.465
73 O -4.121 -1.882 4.510
74 H 3.757 1.159 1.758
75 H 0.488 0.439 -4.174
76 H 4.126 4.320 -0.711
77 C -5.398 0.291 -0.630
78 H -1.893 -0.354 -1.230
79 H 3.874 -0.575 3.699
80 H 0.771 4.426 4.248
81 H -1.566 3.037 -3.367
82 H -6.700 -1.797 0.569
83 C -1.386 -4.431 -2.334
84 H 2.009 -3.891 0.913
85 H -4.596 0.958 -0.702
86 H 4.047 1.799 -0.895
87 H -3.623 -1.464 5.287
88 H -0.639 -3.862 -1.758
89 H -2.356 -0.659 0.602
90 H 1.340 -3.231 -2.443
91 H -0.806 -2.999 0.837
92 H -0.276 -0.643 4.501
93 H 3.018 5.556 0.668
94 C 0.462 -0.767 -3.822
95 H 4.182 -2.367 -3.339
96 H -2.578 -1.411 3.031
97 H -0.070 -5.098 -3.914
98 C 5.014 2.427 -1.051
99 H -2.389 -3.003 3.733
100 H -0.563 -1.408 6.535
101 C -3.200 -2.203 3.437
102 C -1.816 1.795 -5.223
103 C 2.429 -2.793 -2.206
104 C -2.199 2.143 -3.842
105 C -0.965 -5.332 -3.392
106 C -5.736 -0.135 0.821
107 H -0.910 -1.357 -0.200
108 O 0.462 4.474 -1.098
109 O 0.038 0.086 1.797
110 H 4.416 3.918 -2.384
111 H -0.025 -0.866 -2.854
112 S -1.549 0.708 5.940
113 H -5.033 -0.631 1.022
114 O -2.831 0.014 5.788
115 H -2.103 0.865 -5.485
116 H -3.573 -2.842 1.360
117 H -0.877 -2.130 -5.096
118 C 0.852 0.670 -0.543
119 H -3.170 2.145 -3.618